[1]
Here is a cluster of 10 separate species, C14H47ClN13O13 in total at a distorted geometry from the OMol25 dataset. Energies are from wB97M-V/def2-TZVPD.

Results
- molar mass (g mol⁻¹) = 641.1
- HOMO (eV) = -6.913
- E_LUMO (Eh) = 0.0714
- HOMO-LUMO gap (eV) = 8.9
- energy relative to the best compared isomer or geometry (same formula, charge and spin) (kcal/mol) = 0.0
- total charge = -1

CARTESIAN COORDINATES (ANGSTROEM)
Cl (1.2373, -0.2502, -0.1616)
O (0.9293, -1.4290, -1.0357)
O (1.3939, 1.0173, -0.7936)
O (0.3240, -0.1164, 0.9634)
O (2.4818, -0.6540, 0.4134)
C (-0.1475, 2.5096, 2.9271)
C (-1.4615, 1.8377, 3.3171)
O (-2.6012, 2.1256, 2.5620)
H (0.6967, 2.0783, 3.4638)
H (-0.3623, 3.5328, 3.2377)
H (-0.1985, 2.6219, 1.8441)
H (-1.6768, 1.9066, 4.3835)
H (-1.3424, 0.7772, 3.0922)
H (-2.4572, 1.6762, 1.7249)
C (-1.0210, 2.7922, -2.7418)
C (-2.2196, 3.4137, -2.1426)
O (-2.2454, 3.3085, -0.8024)
H (-0.8814, 1.8081, -2.2942)
H (-0.1016, 3.3563, -2.5849)
H (-1.1101, 2.7492, -3.8275)
H (-3.1286, 3.0269, -2.6059)
H (-2.3933, 4.4475, -2.4450)
H (-2.8169, 2.5549, -0.6377)
C (0.4496, 5.0154, 0.7825)
O (1.5179, 5.0557, 1.3290)
N (0.1996, 4.1476, -0.1124)
N (-0.6221, 5.6526, 1.1436)
H (0.9198, 3.4759, -0.3340)
H (-0.7564, 3.9613, -0.3824)
H (-1.4023, 5.3631, 0.5722)
H (-0.5439, 6.5166, 1.6590)
C (3.7671, -5.0229, -2.4747)
O (4.0386, -5.7223, -1.5371)
N (3.1460, -3.8997, -2.3268)
N (4.0473, -5.2611, -3.7278)
H (3.0665, -3.2609, -3.1041)
H (2.8792, -3.6140, -1.3961)
H (4.4303, -6.1901, -3.8264)
H (4.0115, -4.6277, -4.5122)
C (-0.9472, -2.6592, 3.5108)
O (-1.3614, -3.4839, 4.2914)
N (-0.8793, -2.8390, 2.2599)
N (-0.6785, -1.4760, 3.9161)
H (-1.2149, -3.7389, 1.9498)
H (-0.3796, -2.1463, 1.7211)
H (-0.6149, -1.2811, 4.9041)
H (-0.3863, -0.7875, 3.2380)
C (-0.6658, -4.4935, -2.1656)
O (-1.2743, -5.5052, -2.4151)
N (-0.3586, -3.6432, -3.1544)
N (-0.5126, -4.0251, -0.9774)
H (0.0688, -2.7499, -2.9595)
H (-0.5611, -4.0540, -4.0537)
H (-0.7665, -4.5931, -0.1830)
H (-0.1222, -3.1011, -0.8610)
C (4.2758, 2.7282, 2.0172)
O (4.5156, 3.3949, 2.9669)
N (5.1693, 1.9681, 1.4583)
N (3.1573, 2.6817, 1.3540)
H (6.0957, 1.8318, 1.8345)
H (4.8806, 1.3214, 0.7392)
H (2.4645, 3.3346, 1.6923)
H (2.8662, 2.0040, 0.6647)
C (5.3218, 0.0176, -1.7510)
O (6.4915, -0.0800, -2.2482)
N (4.6564, 1.1148, -1.5378)
N (4.6318, -1.0589, -1.5130)
H (3.6829, 1.0811, -1.2721)
H (4.9908, 1.9896, -1.9141)
H (3.7902, -1.0108, -0.9555)
H (5.0714, -1.9549, -1.6630)
C (-4.0966, -3.0159, 0.4374)
C (-4.3039, -1.6198, 0.1205)
C (-3.1850, -0.6052, 0.6447)
O (-3.4389, 0.7716, 0.3678)
C (-4.7641, 1.2686, 0.5124)
N (-4.4765, -1.5190, -1.3119)
H (-4.9559, -3.6104, 0.1278)
H (-3.9472, -3.1563, 1.5084)
H (-3.2079, -3.3599, -0.0926)
H (-5.2480, -1.4833, 0.6493)
H (-2.1573, -0.8241, 0.3544)
H (-3.1226, -0.8017, 1.7160)
H (-5.0576, 1.7155, 1.4626)
H (-5.4973, 0.5436, 0.1595)
H (-4.9094, 2.1430, -0.1229)
H (-5.3311, -0.9798, -1.3282)
H (-3.7541, -0.9335, -1.7072)


[2]
Here is a structure of composition C2F3FeO3 at a distorted geometry from the OMol25 dataset. Energies are from wB97M-V/def2-TZVPD.

Results
- molar mass (g mol⁻¹) = 184.9
- HOMO (alpha / beta) (eV) = -7.757 / -10.862
- multiplicity = 6
- E_LUMO (alpha / beta) (Eh) = 0.0083 / -0.0407
- HOMO-LUMO gap (alpha / beta) (eV) = 8.0 / 9.8
- ⟨S²⟩ = 8.76

CARTESIAN COORDINATES (ANGSTROEM)
C (0.3626, -1.1841, 0.4856)
F (-0.6100, -1.6544, -0.2867)
F (-0.1158, -1.0418, 1.7165)
F (1.3361, -2.0830, 0.5217)
O (0.7800, 2.0852, -0.5870)
C (0.1418, 1.0865, -0.2107)
O (0.9014, -0.0416, -0.0120)
O (-1.1015, 1.0220, -0.1698)
Fe (-1.0893, 2.8036, -1.2016)


[3]
Here is a structure of composition C30H30HgN6O4S at a distorted geometry from the OMol25 dataset. Energies are from wB97M-V/def2-TZVPD.

Results
- molar mass (g mol⁻¹) = 771.3
- HOMO (alpha / beta) (eV) = -0.420 / -4.261
- multiplicity = 2
- E_LUMO (alpha / beta) (Eh) = 0.0857 / 0.0849
- HOMO-LUMO gap (alpha / beta) (eV) = 2.8 / 6.6
- energy relative to the best compared isomer or geometry (same formula, charge and spin) (kcal/mol) = 0.0
- ⟨S²⟩ = 0.77
- total charge = -1

CARTESIAN COORDINATES (ANGSTROEM)
Hg (-18.8541, -4.0661, -0.2251)
C (-19.4110, -10.7872, 2.2978)
C (-19.5141, -9.3810, 1.7757)
C (-20.1810, -9.2524, 0.5259)
C (-20.2473, -8.0430, -0.1469)
C (-19.7864, -6.8477, 0.4329)
N (-20.2249, -5.6197, -0.0444)
C (-21.5703, -5.3403, -0.2312)
C (-22.5009, -5.8820, 0.6766)
C (-23.8349, -6.1145, 0.3676)
C (-24.4261, -5.5977, -0.8185)
C (-25.8709, -5.8630, -1.0559)
C (-23.5474, -4.9562, -1.6968)
C (-22.1581, -4.8589, -1.4350)
N (-21.3320, -4.3086, -2.4282)
C (-21.4704, -4.5036, -3.7930)
C (-20.5834, -3.6576, -4.4213)
C (-19.9046, -2.9863, -3.3737)
N (-20.4212, -3.3265, -2.1581)
C (-19.1100, -7.0206, 1.6898)
C (-19.0303, -8.2422, 2.3976)
N (-18.2168, -5.9796, 2.1345)
C (-17.7563, -5.8362, 3.4100)
C (-16.6369, -5.0064, 3.3646)
C (-16.3784, -4.8525, 1.9840)
N (-17.3117, -5.4444, 1.2086)
H (-19.6701, -11.5446, 1.5322)
H (-20.0544, -10.9475, 3.1645)
H (-18.3955, -10.9688, 2.7024)
H (-20.6347, -10.1680, 0.1356)
H (-20.6976, -7.9421, -1.1403)
H (-22.0620, -6.1773, 1.6403)
H (-24.4627, -6.7240, 1.0001)
H (-26.4242, -6.0625, -0.1302)
H (-26.0941, -6.7257, -1.6842)
H (-26.3506, -5.0071, -1.5041)
H (-23.8505, -4.5438, -2.6940)
H (-22.1827, -5.1891, -4.1679)
H (-20.4656, -3.4915, -5.4841)
H (-19.1713, -2.1847, -3.4794)
H (-18.5772, -8.2435, 3.3891)
H (-18.3727, -6.2729, 4.2088)
H (-16.0454, -4.6691, 4.2065)
H (-15.5499, -4.3580, 1.4559)
C (-15.9374, -0.2810, -5.1024)
C (-15.3194, 0.0852, -3.7654)
C (-14.4303, -0.8245, -3.1796)
C (-13.8786, -0.5167, -1.9359)
C (-14.2059, 0.7056, -1.3175)
C (-15.0222, 1.6492, -1.9444)
C (-15.5811, 1.3317, -3.1745)
S (-13.8978, 0.9795, 0.4318)
O (-13.3254, 2.3093, 0.6367)
O (-13.2396, -0.1869, 0.9636)
N (-15.3734, 1.0609, 1.1327)
C (-16.1351, -0.1204, 1.3769)
C (-17.5015, -0.1561, 0.6808)
C (-18.1576, -1.5114, 0.8028)
O (-19.1652, -1.6624, 1.5028)
O (-17.5674, -2.4185, 0.0323)
H (-15.2796, -0.9041, -5.7624)
H (-16.2406, 0.5663, -5.6657)
H (-16.8114, -0.8924, -4.9754)
H (-14.0945, -1.7356, -3.6342)
H (-13.2375, -1.2198, -1.4118)
H (-15.2109, 2.6101, -1.4701)
H (-16.2277, 2.0563, -3.6468)
H (-15.7887, 1.9773, 1.0852)
H (-16.3015, -0.2568, 2.4785)
H (-15.5400, -0.9630, 1.0236)
H (-17.3440, 0.0532, -0.4133)
H (-18.1704, 0.6214, 1.0764)


[4]
Here is the molecule C5H7N3 at a distorted geometry from the OMol25 dataset. Energies are from wB97M-V/def2-TZVPD.

Results
- molar mass (g mol⁻¹) = 109.1
- SMILES = [H]/N=C(\C#C)C=C(N)N
- HOMO (eV) = -7.736
- E_LUMO (Eh) = 0.0246
- HOMO-LUMO gap (eV) = 8.4
- energy relative to the best compared isomer or geometry (same formula, charge and spin) (kcal/mol) = 88.8

CARTESIAN COORDINATES (ANGSTROEM)
H (-2.4649, 2.1955, -0.1767)
N (-1.5000, 2.2851, -0.5056)
C (-0.8005, 1.2481, -0.2581)
C (-1.6390, -0.0146, 0.1241)
C (-2.3678, -0.9297, 0.4105)
C (0.6076, 1.0062, -0.4895)
C (1.1410, -0.1748, -0.0377)
N (1.0925, -0.5763, 1.2630)
N (1.8246, -0.9802, -0.8957)
H (-2.9990, -1.7549, 0.6493)
H (1.0364, 1.5535, -1.3204)
H (0.4928, -0.0167, 1.8605)
H (0.9297, -1.5677, 1.3923)
H (2.4026, -0.4869, -1.5656)
H (2.2439, -1.7866, -0.4503)


[5]
Here is the molecule C18H31ClN4O from the OMol25 dataset. Energies are from wB97M-V/def2-TZVPD.

Results
- molar mass (g mol⁻¹) = 354.9
- SMILES = Cc1nn(C)c(Cl)c1CN1CCN(C2CCCCC2)[C@@H](CCO)C1
- HOMO (eV) = -7.924
- E_LUMO (Eh) = 0.0253
- HOMO-LUMO gap (eV) = 8.6
- energy relative to the best compared isomer or geometry (same formula, charge and spin) (kcal/mol) = 0.0

CARTESIAN COORDINATES (ANGSTROEM)
C (3.0974, 2.4928, -1.5931)
C (3.4080, 1.1597, -1.0122)
N (4.2245, 0.3240, -1.6333)
N (4.3257, -0.7634, -0.8726)
C (5.1494, -1.8720, -1.2567)
C (3.5774, -0.6313, 0.2438)
Cl (3.5499, -1.8607, 1.4297)
C (2.9557, 0.6036, 0.2065)
C (2.0179, 1.1787, 1.2256)
N (0.6115, 0.8515, 1.0524)
C (0.3226, -0.5645, 1.1493)
C (-1.1903, -0.7704, 1.1973)
N (-1.7889, -0.1831, 0.0209)
C (-3.1142, -0.6396, -0.3599)
C (-4.1159, -0.8718, 0.7830)
C (-5.4738, -1.2809, 0.2181)
C (-5.3494, -2.5551, -0.6106)
C (-4.3417, -2.3568, -1.7383)
C (-2.9881, -1.9346, -1.1768)
C (-1.4942, 1.2284, -0.1051)
C (-2.0638, 2.1341, 1.0095)
C (-2.3104, 3.5561, 0.5071)
O (-3.2383, 3.6076, -0.5526)
C (0.0307, 1.3779, -0.1662)
H (3.1406, 3.2622, -0.8248)
H (3.8210, 2.7156, -2.3718)
H (2.1008, 2.5008, -2.0315)
H (5.5967, -1.6256, -2.2166)
H (4.5505, -2.7797, -1.3502)
H (5.9339, -2.0399, -0.5164)
H (2.1004, 2.2693, 1.2148)
H (2.3103, 0.8200, 2.2179)
H (0.7270, -1.1220, 0.2865)
H (0.7728, -0.9558, 2.0643)
H (-1.5773, -0.3349, 2.1330)
H (-1.3975, -1.8418, 1.2034)
H (-3.5299, 0.1289, -1.0226)
H (-4.2297, 0.0322, 1.3849)
H (-3.7481, -1.6625, 1.4392)
H (-6.1814, -1.4363, 1.0361)
H (-5.8633, -0.4770, -0.4119)
H (-6.3234, -2.8273, -1.0227)
H (-5.0175, -3.3734, 0.0326)
H (-4.2345, -3.2816, -2.3094)
H (-4.7080, -1.5848, -2.4192)
H (-2.5943, -2.7292, -0.5407)
H (-2.2754, -1.7709, -1.9862)
H (-1.9106, 1.5646, -1.0618)
H (-1.3653, 2.1602, 1.8455)
H (-3.0123, 1.7244, 1.3641)
H (-1.3920, 3.9895, 0.1064)
H (-2.6528, 4.1868, 1.3417)
H (-4.0526, 3.1790, -0.2651)
H (0.4009, 0.8443, -1.0577)
H (0.2925, 2.4336, -0.2517)